1.
{"formula": "C5H11N", "method": "ωB97M-V with the def2-TZVPD basis set", "lumo_ev": 1.10, "spin_multiplicity": 1, "total_charge": 0, "max_force_ev_per_a": 1.4, "mol_weight_g_mol": 85.15, "homo_lumo_gap_ev": 10.095, "smiles": "CCN1C[C@H]1C", "symbols": ["N", "C", "C", "C", "C", "C", "H", "H", "H", "H", "H", "H", "H", "H", "H", "H", "H"], "positions_angstrom": [[-0.047259, -0.945033, -0.561333], [2.154236, 0.406564, -0.634274], [-1.729701, 0.907331, 0.460719], [0.879590, -0.019839, 0.036087], [0.571009, -1.311533, 0.704698], [-1.401990, -0.419873, -0.523766], [-1.614854, -0.109009, -1.557518], [2.749943, 0.985365, 0.080707], [-2.069556, -1.283971, -0.330121], [-0.033651, -1.281879, 1.613141], [-2.521006, 0.621335, 1.143867], [-1.060065, 1.491756, 1.144448], [1.924516, 1.061299, -1.484392], [-2.085074, 1.707620, -0.192275], [0.272146, 0.781865, 0.455833], [1.255154, -2.159451, 0.639665], [2.756556, -0.432547, -0.995478]], "forces_ev_per_angstrom": [[0.04, 0.10, -0.17], [0.08, -0.04, 0.02], [-0.63, -0.63, -0.45], [0.18, 0.30, 0.13], [0.02, -0.05, 0.20], [-0.26, 0.84, 0.59], [-0.06, 0.14, 0.42], [0.02, -0.10, -0.15], [0.08, 0.76, 0.31], [0.06, 0.02, -0.17], [-0.46, -0.05, -0.14], [0.07, -1.19, -0.72], [0.07, -0.13, 0.12], [-0.29, -0.26, -0.06], [1.36, -0.06, 0.00], [-0.12, 0.28, 0.00], [-0.15, 0.07, 0.07]]}

=====

2.
{"formula": "C5H11N", "method": "ωB97M-V with the def2-TZVPD basis set", "lumo_ev": 1.22, "spin_multiplicity": 1, "total_charge": 0, "max_force_ev_per_a": 3.9, "mol_weight_g_mol": 85.15, "homo_lumo_gap_ev": 10.254, "smiles": "C[C@H]1CC[C@@H]1N", "symbols": ["N", "C", "C", "C", "C", "C", "H", "H", "H", "H", "H", "H", "H", "H", "H", "H", "H"], "positions_angstrom": [[1.534029, -1.439081, -0.049674], [-0.354655, 1.464621, 0.088004], [-0.654501, -0.007544, -0.433562], [-1.917126, -0.856297, 0.027103], [1.096917, 1.224262, -0.076978], [0.767079, -0.277597, 0.240558], [2.494383, -1.498925, 0.498349], [-0.913764, 2.248447, -0.371967], [1.957177, 1.657432, 0.440136], [1.852375, -1.494442, -0.957013], [-2.841255, -0.446695, -0.359098], [-0.648282, 1.435980, 1.198120], [0.597169, -0.380581, 1.388688], [1.436501, 1.265228, -1.171577], [-1.746036, -1.912033, -0.078804], [-0.536188, -0.125110, -1.491957], [-2.123822, -0.857664, 1.109673]], "forces_ev_per_angstrom": [[2.59, -0.73, 2.81], [-2.39, -0.93, 1.36], [0.21, -0.83, 2.68], [1.22, 1.35, 1.18], [2.36, -1.54, -1.74], [-0.99, 0.14, 1.98], [-2.83, 0.39, -0.99], [0.03, 0.80, -0.46], [-0.65, 0.40, 0.55], [0.42, -0.02, -2.74], [-0.14, -0.38, -0.74], [0.46, 0.22, -1.47], [0.00, 0.58, -1.79], [-0.78, -0.02, 1.15], [-0.14, -0.47, -1.07], [0.06, 0.32, -0.76], [0.60, 0.71, 0.05]]}

=====

3.
{"formula": "C5H11N", "method": "ωB97M-V with the def2-TZVPD basis set", "lumo_ev": 1.16, "spin_multiplicity": 1, "total_charge": 0, "max_force_ev_per_a": 0.4, "mol_weight_g_mol": 85.15, "homo_lumo_gap_ev": 10.127, "smiles": "CCN1C[C@H]1C", "symbols": ["N", "C", "C", "C", "C", "C", "H", "H", "H", "H", "H", "H", "H", "H", "H", "H", "H"], "positions_angstrom": [[-0.656950, 0.693442, -0.230187], [0.515200, -1.231593, -1.595114], [0.091198, 0.234146, 0.910889], [-0.571483, -0.114928, -1.453199], [0.506638, 1.458386, 0.183475], [-0.548033, 0.131167, 2.264240], [-1.278689, -0.685716, 2.255179], [1.405886, 1.392176, -0.430374], [1.186523, -1.059575, -2.440184], [0.225677, -0.120569, 2.997022], [0.723658, -0.617116, 0.693912], [0.029864, -2.201618, -1.742643], [-1.052341, 1.049995, 2.572339], [1.180951, -1.387781, -0.739833], [0.300843, 2.451878, 0.583033], [-1.554412, -0.586356, -1.542356], [-0.504529, 0.594062, -2.286198]], "forces_ev_per_angstrom": [[-0.01, -0.16, -0.04], [-0.01, 0.02, -0.11], [0.13, -0.22, 0.19], [-0.01, -0.18, -0.21], [0.20, 0.17, -0.02], [-0.02, 0.07, 0.09], [0.06, 0.15, 0.06], [-0.09, -0.01, 0.10], [-0.21, 0.05, -0.03], [-0.16, 0.11, 0.04], [0.05, 0.08, 0.31], [0.05, 0.17, -0.10], [0.05, -0.08, -0.08], [-0.22, 0.24, -0.18], [0.00, -0.24, -0.05], [0.13, -0.01, -0.04], [0.08, -0.16, 0.08]]}

=====

4.
{"formula": "C5H11N", "method": "ωB97M-V with the def2-TZVPD basis set", "lumo_ev": 1.22, "spin_multiplicity": 1, "total_charge": 0, "max_force_ev_per_a": 0.3, "mol_weight_g_mol": 85.15, "homo_lumo_gap_ev": 10.302, "smiles": "CC[C@H]1CN1C", "symbols": ["N", "C", "C", "C", "C", "C", "H", "H", "H", "H", "H", "H", "H", "H", "H", "H", "H"], "positions_angstrom": [[-1.240971, 0.390891, -0.755496], [-0.107382, -0.237627, -0.065099], [1.249652, -0.523574, -0.679941], [2.329128, -0.444653, 0.413911], [-0.466000, 1.173975, 0.197577], [-2.524828, 0.017321, -0.154842], [2.237968, -1.265350, 1.136267], [1.282134, -1.513995, -1.148903], [-3.148802, 0.911309, -0.041818], [-0.944520, 1.468980, 1.129732], [-2.399838, -0.417386, 0.853050], [3.336115, -0.496540, -0.013681], [2.258838, 0.492952, 0.979635], [1.468464, 0.212927, -1.461702], [-3.062948, -0.705793, -0.773576], [-0.430997, -0.999301, 0.643720], [0.163987, 1.935866, -0.258837]], "forces_ev_per_angstrom": [[0.01, -0.09, -0.02], [0.18, -0.16, 0.19], [-0.06, 0.02, -0.09], [0.03, -0.02, 0.01], [0.11, 0.24, 0.19], [-0.16, -0.06, 0.00], [-0.06, 0.12, -0.15], [-0.09, 0.13, 0.01], [0.10, -0.13, -0.16], [0.04, -0.10, -0.11], [-0.03, 0.08, -0.16], [-0.17, -0.03, 0.02], [-0.04, -0.13, -0.16], [-0.13, -0.09, 0.08], [0.17, 0.07, -0.01], [0.17, 0.22, 0.21], [-0.07, -0.07, 0.15]]}

=====

Calculated energy above the lowest of the compared OMol25 structures with the same formula, charge and spin in order - 52.4, 39.8, 35.9, 30.8 kcal per mole
Calculated HOMO in order - -9.0, -9.0, -9.0, -9.1 eV
Calculated calculated total energy in order - -251.77898, -251.79916, -251.80530, -251.81338 a.u.